[1]
# C4H7N2

The ion C4H7N2 with charge +1 in a non-equilibrium geometry (the ωB97M-V functional and the def2-TZVPD basis, the Open Molecules 2025 dataset).

Last column: natural (NBO) charge in e.
Geometry (Å):
C: -0.412 -1.484 1.133  -0.69
C: 0.021 -0.400 0.234  0.17
C: 1.250 0.033 -0.208  -0.06
N: 1.013 1.215 -0.926  -0.47
C: -0.334 1.442 -0.988  0.28
N: -0.984 0.567 -0.203  -0.48
H: -0.438 -1.385 2.234  0.27
H: 0.283 -2.307 1.043  0.26
H: -1.513 -1.742 1.018  0.25
H: 2.257 -0.392 -0.064  0.28
H: 1.643 1.564 -1.640  0.46
H: -0.792 2.378 -1.571  0.28
H: -1.993 0.511 -0.063  0.47

Properties
Relative energy (zero: lowest compared OMol25 entry of this formula, charge and spin): 83.02 kJ/mol
Structure (SMILES): Cc1c[nH]c[nH+]1
Total charge: +1
Frontier orbital gap: 10.550 eV
LUMO energy: -3.7 eV

=====

[2]
# C4H7N2

The ion C4H7N2 with charge +1 in a non-equilibrium geometry (the ωB97M-V functional and the def2-TZVPD basis, the Open Molecules 2025 dataset).

Last column: natural (NBO) charge in e.
Geometry (Å):
N: 0.812 -0.832 0.910  -0.67
C: -0.069 0.262 0.217  -0.18
C: -0.001 0.295 -1.286  -0.28
C: -1.206 0.644 -1.758  0.02
N: -2.156 0.781 -0.744  -0.34
C: -1.634 0.508 0.358  0.12
H: 1.328 -0.462 1.711  0.45
H: 1.477 -1.156 0.193  0.46
H: 0.236 -1.634 1.195  0.46
H: 0.325 1.222 0.575  0.27
H: 0.889 0.153 -1.864  0.24
H: -1.537 0.836 -2.760  0.24
H: -2.125 0.548 1.313  0.22

Properties
Relative energy (zero: lowest compared OMol25 entry of this formula, charge and spin): 258.51 kJ/mol
Structure (SMILES): [NH3+][C@H]1C=CN=C1
Total charge: +1
Frontier orbital gap: 9.421 eV
LUMO energy: -4.6 eV

=====

[3]
# C4H7N2

A cluster of 2 separate species, C4H7N2 in total in a non-equilibrium geometry (the ωB97M-V functional and the def2-TZVPD basis, the Open Molecules 2025 dataset).

Last column: natural (NBO) charge in e.
Geometry (Å):
C: -1.847 -0.615 -0.776  -0.06
C: -1.086 -1.631 -0.480  0.12
C: -0.486 -1.211 0.832  -0.28
C: 0.880 1.426 -0.678  0.15
N: 1.688 0.984 0.203  -0.62
N: -0.967 -0.022 0.215  -0.38
H: -2.525 -0.254 -1.445  0.25
H: -1.013 -1.597 1.682  0.26
H: 0.601 -1.310 0.949  0.20
H: 0.874 0.776 -1.530  0.23
H: 0.076 1.955 -0.357  0.25
H: 1.652 1.425 1.196  0.44
H: 2.152 0.075 0.190  0.44

Properties
Relative energy (zero: lowest compared OMol25 entry of this formula, charge and spin): 744.67 kJ/mol
Total charge: +1
Frontier orbital gap: 7.571 eV
LUMO energy: -5.1 eV

=====

[4]
# C4H7N2

The ion C4H7N2 with charge +1 in a non-equilibrium geometry (the ωB97M-V functional and the def2-TZVPD basis, the Open Molecules 2025 dataset).

Last column: natural (NBO) charge in e.
Geometry (Å):
H: 2.163 -2.046 0.070  0.38
N: 2.533 -1.132 0.027  -0.64
C: 1.923 -0.119 0.014  0.33
C: 1.644 1.248 0.077  -0.15
C: 0.549 0.462 -0.093  -0.14
C: -1.169 0.709 -0.082  -0.27
N: -1.682 -0.758 0.025  -0.72
H: 2.179 2.152 0.279  0.27
H: -1.441 1.125 -1.124  0.26
H: -1.542 1.429 0.709  0.27
H: -1.839 -1.136 -0.862  0.44
H: -2.602 -0.850 0.606  0.47
H: -0.717 -1.084 0.356  0.48

Properties
Relative energy (zero: lowest compared OMol25 entry of this formula, charge and spin): 574.43 kJ/mol
Structure (SMILES): [H]/N=c1/cc1C[NH3+]
Total charge: +1
Frontier orbital gap: 8.734 eV
LUMO energy: -4.1 eV

=====

[5]
# C4H7N2

The ion C4H7N2 with charge +1 in a non-equilibrium geometry (the ωB97M-V functional and the def2-TZVPD basis, the Open Molecules 2025 dataset).

Last column: natural (NBO) charge in e.
Geometry (Å):
C: -1.295 -0.700 -1.264  -0.66
C: -0.313 -0.178 -0.269  0.18
C: -0.548 0.801 0.646  -0.08
N: 0.669 1.046 1.287  -0.44
C: 1.603 0.309 0.733  0.26
N: 1.036 -0.447 -0.203  -0.46
H: -1.760 -1.625 -0.913  0.26
H: -0.820 -0.933 -2.210  0.25
H: -2.064 0.060 -1.395  0.26
H: -1.447 0.963 1.213  0.26
H: 0.810 1.777 1.970  0.46
H: 2.586 0.093 1.110  0.26
H: 1.542 -1.166 -0.703  0.46

Properties
Relative energy (zero: lowest compared OMol25 entry of this formula, charge and spin): 35.78 kJ/mol
Structure (SMILES): Cc1c[nH]c[nH+]1
Total charge: +1
Frontier orbital gap: 10.956 eV
LUMO energy: -3.4 eV

=====

[6]
# C4H7N2

The ion C4H7N2 with charge +1 in a non-equilibrium geometry (the ωB97M-V functional and the def2-TZVPD basis, the Open Molecules 2025 dataset).

Last column: natural (NBO) charge in e.
Geometry (Å):
C: 1.340 0.323 -0.229  0.22
C: -0.787 -0.422 0.727  -0.37
C: 0.314 -0.320 1.682  0.26
C: -0.311 0.262 -1.973  -0.39
N: 0.155 0.182 -0.660  -0.30
N: 1.422 0.026 1.145  -0.45
H: -1.350 -1.233 0.456  0.28
H: -1.561 0.482 0.793  0.31
H: 0.122 -0.522 2.800  0.29
H: -0.785 -0.630 -2.142  0.23
H: -1.174 1.039 -1.881  0.21
H: 0.443 0.662 -2.521  0.26
H: 2.172 0.151 1.804  0.46

Properties
Relative energy (zero: lowest compared OMol25 entry of this formula, charge and spin): 478.37 kJ/mol
Total charge: +1
Frontier orbital gap: 7.849 eV
LUMO energy: -5.8 eV

=====

[7]
# C4H7N2

The ion C4H7N2 with charge +1 in a non-equilibrium geometry (the ωB97M-V functional and the def2-TZVPD basis, the Open Molecules 2025 dataset).

Last column: natural (NBO) charge in e.
Geometry (Å):
C: 0.694 -0.554 -1.328  -0.36
C: -0.551 -0.913 -1.020  -0.17
C: -0.904 -0.805 0.517  -0.48
C: -0.642 0.649 0.594  0.20
N: 0.552 1.069 0.632  0.04
N: 1.532 1.541 1.165  -0.16
H: 1.627 -0.590 -0.774  0.23
H: 0.922 -0.664 -2.374  0.24
H: -1.303 -0.977 -1.705  0.23
H: -2.052 -0.881 0.854  0.28
H: -0.242 -1.301 1.159  0.26
H: -1.240 1.482 0.150  0.28
H: 1.607 1.945 2.128  0.41

Properties
Relative energy (zero: lowest compared OMol25 entry of this formula, charge and spin): 616.54 kJ/mol
Structure (SMILES): C=CCC=[N+]=N
Total charge: +1
Frontier orbital gap (spin up / spin down): 8.518 / 8.518 eV
LUMO energy (spin up / spin down): -5.8 / -5.8 eV

=====

[8]
# C4H7N2

The ion C4H7N2 with charge +1 in a non-equilibrium geometry (the ωB97M-V functional and the def2-TZVPD basis, the Open Molecules 2025 dataset).

Last column: natural (NBO) charge in e.
Geometry (Å):
C: 1.129 0.648 -2.229  0.09
N: 0.573 0.578 -1.106  -0.31
C: -0.110 0.183 -0.052  0.16
C: -1.540 0.387 0.126  -0.64
C: 0.432 0.104 1.190  0.32
N: 0.554 -1.194 2.008  -0.74
H: 1.210 -0.246 -2.819  0.21
H: 1.680 1.551 -2.441  0.23
H: -1.846 -0.233 1.031  0.27
H: -1.809 -0.137 -0.729  0.26
H: -1.694 1.405 0.438  0.29
H: 0.554 -2.025 1.551  0.40
H: 0.866 -1.020 3.032  0.46

Properties
Relative energy (zero: lowest compared OMol25 entry of this formula, charge and spin): 578.98 kJ/mol
Structure (SMILES): C=NC(C)=C=[NH2+]
Total charge: +1
Frontier orbital gap: 9.208 eV
LUMO energy: -5.0 eV

=====

[9]
# C4H7N2O

The ion C4H7N2O with charge -1 in a non-equilibrium geometry (the ωB97M-V functional and the def2-TZVPD basis, the Open Molecules 2025 dataset).

Last column: natural (NBO) charge in e.
Geometry (Å):
C: -0.651 -0.472 -0.757  -0.53
C: 0.476 -0.532 0.060  0.04
C: -1.704 0.552 -0.687  -0.39
C: 2.186 0.232 1.374  -0.41
N: 0.800 0.369 0.962  -0.69
N: -2.961 0.331 -1.444  0.10
O: -3.086 -0.793 -1.947  -0.36
H: -0.707 -1.370 -1.282  0.19
H: 0.971 -1.457 0.112  0.12
H: -1.576 0.959 0.339  0.28
H: -1.434 1.538 -1.107  0.21
H: 2.778 1.008 0.855  0.15
H: 2.339 0.395 2.431  0.15
H: 2.570 -0.761 1.091  0.14

Properties
Relative energy (zero: lowest compared OMol25 entry of this formula, charge and spin): 195.22 kJ/mol
Total charge: -1
Frontier orbital gap (spin up / spin down): 5.940 / 5.936 eV
LUMO energy (spin up / spin down): 4.2 / 4.2 eV

=====

[10]
# C4H7N2O2

A cluster of 2 separate species, C4H7N2O2 in total in a non-equilibrium geometry (the ωB97M-V functional and the def2-TZVPD basis, the Open Molecules 2025 dataset).

Last column: natural (NBO) charge in e.
Geometry (Å):
C: 1.689 0.994 0.346  -0.27
C: -0.081 -0.166 0.201  0.87
C: -1.045 1.918 -0.358  -0.27
C: -0.953 -2.363 0.100  -0.25
N: 3.444 -0.135 -0.748  0.19
N: 2.602 0.163 -0.073  0.00
O: -1.088 0.507 -0.075  -0.43
O: 0.100 -1.413 0.317  -0.42
H: 1.764 1.250 1.391  0.23
H: -2.047 2.287 -0.225  0.24
H: -0.760 2.216 -1.392  0.24
H: -0.264 2.413 0.213  0.23
H: -0.764 -2.628 -0.838  0.21
H: -1.869 -1.810 0.268  0.21
H: -0.729 -3.235 0.875  0.25

Properties
Relative energy (zero: lowest compared OMol25 entry of this formula, charge and spin): 599.48 kJ/mol
Total charge: +1
Frontier orbital gap: 8.727 eV
LUMO energy: -4.9 eV

=====

[11]
# C4H7N2O5P

The ion C4H7N2O5P with charge -2 in a non-equilibrium geometry (the ωB97M-V functional and the def2-TZVPD basis, the Open Molecules 2025 dataset).

Last column: natural (NBO) charge in e.
Geometry (Å):
O: 0.587 2.417 -0.876  -0.79
C: 0.480 1.745 0.166  0.73
O: 0.183 2.241 1.309  -0.83
C: 0.540 0.215 0.053  -0.22
P: 2.165 -0.695 -0.083  2.35
O: 3.331 -0.368 0.810  -1.18
O: 2.364 -0.932 -1.522  -1.20
O: 1.660 -2.114 0.603  -1.03
N: -0.353 -0.288 1.106  -0.63
C: -1.695 0.051 0.666  -0.26
C: -1.519 -0.140 -0.841  -0.21
N: -0.145 -0.157 -1.151  -0.63
H: 1.036 -2.587 0.071  0.47
H: -0.211 0.204 1.975  0.39
H: -1.848 1.177 0.943  0.19
H: -2.361 -0.713 1.138  0.17
H: -2.087 -1.088 -1.094  0.13
H: -2.228 0.693 -1.311  0.14
H: 0.100 0.341 -1.962  0.40

Properties
Relative energy (zero: lowest compared OMol25 entry of this formula, charge and spin): 101.25 kJ/mol
Structure (SMILES): O=C([O-])C1([P@](=O)([O-])O)NCCN1
Total charge: -2
Frontier orbital gap: 7.085 eV
LUMO energy: 6.4 eV

=====

[12]
# C4H7N2P

An isolated molecule of C4H7N2P in a non-equilibrium geometry (the ωB97M-V functional and the def2-TZVPD basis, the Open Molecules 2025 dataset).

Last column: natural (NBO) charge in e.
Geometry (Å):
H: 0.399 -1.195 3.209  -0.01
P: 0.839 0.170 3.415  0.25
C: 0.645 0.387 1.743  -0.02
N: 0.890 1.584 1.182  -0.43
C: 1.998 2.206 1.473  -0.03
N: 0.130 -0.614 0.993  -0.48
C: -0.342 -0.443 -0.190  0.17
C: -0.603 -1.594 -1.098  -0.69
H: 1.954 3.231 1.203  0.18
H: 2.646 1.848 2.194  0.17
H: -0.570 0.597 -0.571  0.17
H: -0.742 -1.228 -2.111  0.22
H: -1.414 -2.386 -0.905  0.25
H: 0.350 -2.129 -1.062  0.24

Properties
Relative energy (zero: lowest compared OMol25 entry of this formula, charge and spin): 228.27 kJ/mol
Structure (SMILES): [H]/P=C(N=C)\N=C\C
Frontier orbital gap: 7.800 eV
LUMO energy: -0.4 eV

=====

> Among the records above, which one has the highest relative energy (zero: lowest compared OMol25 entry of this formula, charge and spin)?

number 3